{"formula": "C10H8Cl2F4O", "method": "wB97M-V/def2-TZVPD", "symbols": ["O", "C", "C", "C", "C", "F", "F", "Cl", "C", "F", "F", "Cl", "C", "C", "C", "C", "C", "H", "H", "H", "H", "H", "H", "H", "H"], "coordinates": [[0.136108, 1.086840, 3.059321], [-0.257487, 0.495057, 2.064203], [0.420009, 0.165282, 0.787069], [1.325708, 0.948647, 0.063092], [2.032472, 0.433598, -1.193468], [3.318259, 0.865423, -1.231299], [2.137535, -0.932273, -1.312440], [1.239723, 1.055853, -2.614816], [1.694167, 2.357488, 0.547087], [2.822060, 2.229296, 1.384347], [0.663123, 2.978797, 1.178312], [2.061039, 3.520620, -0.745338], [-0.229578, -1.129579, 0.361462], [0.202921, -2.240323, 1.349797], [-0.583079, -1.900892, 2.610744], [-1.310296, -0.609768, 2.217769], [-1.713852, -0.859289, 0.758815], [-0.141617, -1.336901, -0.657619], [-0.163652, -3.209299, 0.985196], [1.316826, -2.287713, 1.521871], [-1.284889, -2.745412, 2.843793], [0.026982, -1.724107, 3.457135], [-2.158351, -0.334266, 2.898100], [-2.198969, -0.022776, 0.268316], [-2.353453, -1.736036, 0.651954]], "atomic_forces_ev_per_a": [[-0.134, 0.229, -1.825], [0.290, -1.265, 3.541], [1.999, 2.425, -2.854], [-1.630, -1.885, 1.817], [0.773, -0.289, 0.166], [-0.282, -0.039, 0.336], [-0.566, 1.025, 0.566], [-0.503, -0.190, -0.711], [0.716, 0.159, 0.327], [-1.949, 0.546, -1.009], [0.873, -1.010, 0.370], [0.477, -0.179, 0.120], [-0.380, 0.202, 0.528], [0.790, -0.485, -0.500], [-0.980, -0.395, -0.134], [-2.548, 0.797, 0.298], [0.800, -0.518, 0.780], [0.590, -0.477, -1.510], [0.475, 0.207, -0.150], [-1.177, 0.038, -0.378], [0.387, 1.011, -0.057], [0.649, 0.034, 0.943], [0.978, -0.083, -0.440], [0.195, 0.247, -0.125], [0.157, -0.104, -0.099]], "mulliken_charge": [-0.566, 0.083, -0.005, -0.525, 0.608, -0.221, -0.227, -0.106, 1.078, -0.231, -0.244, -0.153, -0.346, -0.740, -0.892, 0.165, -1.006, 0.800, 0.345, 0.343, 0.316, 0.392, 0.405, 0.363, 0.363], "homo_lumo_gap_ev": 8.974, "total_energy_ev": -48460.856, "total_charge": 0, "e_homo_ev": -10.006, "e_above_lowest_kcal_mol": 8.9, "smiles": "O=C1C(=C(C(F)(F)Cl)C(F)(F)Cl)[C@H]2CC[C@@H]1C2"}